DFT (ωB97M-V with the def2-TZVPD basis set) results for one molecule with the formula C5H7N in a non-equilibrium geometry.

Kohn-Sham gap ... 8.8 eV
DFT total energy ... -249.3662 Eh
Total charge ... 0
Energy relative to the best compared isomer or geometry (same formula, charge and spin) ... 67.2 kcal/mol
E_HOMO ... -8.06 eV

Atoms and positions in Å:
1 C -1.630 -0.328 0.804
2 C -0.239 -0.068 0.293
3 C 0.148 0.199 -1.113
4 N 1.617 0.084 -1.035
5 C 2.119 0.170 0.193
6 C 0.907 -0.018 1.013
7 H -1.771 0.165 1.770
8 H -2.413 0.019 0.123
9 H -1.792 -1.403 0.967
10 H -0.413 -0.224 -1.960
11 H 2.136 0.223 -1.889
12 H 0.379 1.270 -1.261
13 H 0.951 -0.090 2.095

Atomic forces in eV per Å
C 0.0 0.1 0.0
C 0.3 0.3 0.2
C 0.5 0.7 -0.1
N 0.8 -1.1 0.2
C -0.3 -0.5 -0.5
C -0.2 -0.1 0.2
H 0.0 -0.1 -0.1
H 0.2 0.0 0.1
H 0.1 0.2 -0.1
H 0.5 -0.1 0.4
H 0.3 0.1 0.2
H -2.2 0.4 -0.2
H 0.0 -0.1 -0.1